# 1
The following is a DFT calculation (wB97M-V/def2-TZVPD) of a single CH4N2O molecule at a distorted geometry.

The geometry in ORCA input format:
```
! RIJCOSX wB97M-V def2-TZVPD def2/J DEFGRID3
* xyz 0 1
H 2.276 1.327 0.239
N 1.316 1.087 0.069
N 1.067 -0.112 -0.071
C -0.571 -0.278 0.014
O 1.772 -1.119 -0.040
H -0.467 -0.557 1.091
H -1.010 0.717 -0.069
H -1.028 -1.055 -0.685
*
```

Output
Orbital gap, eV: 11.25
Energy above the lowest of the compared OMol25 structures with the same formula, charge and spin, eV: 4.253
Largest force on an atom, eV/Å: 2.79
Structure (SMILES): [H]/N=[N+](/C)[O-]
E_HOMO, eV: -10.32

# 2
The following is a DFT calculation (wB97M-V/def2-TZVPD) of a single C9H14Si molecule at a distorted geometry.

The geometry in ORCA input format:
```
! RIJCOSX wB97M-V def2-TZVPD def2/J DEFGRID3
* xyz 0 1
C 1.673 2.009 -1.880
C 0.741 1.918 -0.896
Si 0.712 0.383 0.115
C 1.191 -1.314 -0.399
C 1.233 -1.887 -1.588
C 1.933 0.603 1.599
C 1.903 -0.196 2.627
C -1.466 0.117 0.726
C -2.409 0.004 -0.193
C -3.822 -0.594 0.042
H 1.948 2.930 -2.224
H 2.100 1.065 -2.429
H 0.386 2.896 -0.583
H 1.170 -1.948 0.508
H 1.377 -2.945 -1.651
H 1.302 -1.219 -2.447
H 2.418 1.551 1.688
H 2.602 -0.014 3.443
H 1.217 -1.105 2.693
H -1.517 -0.140 1.754
H -2.248 0.126 -1.227
H -4.587 0.196 -0.038
H -3.888 -0.952 0.973
H -3.968 -1.482 -0.614
*
```

Output
Orbital gap, eV: 9.70
Energy above the lowest of the compared OMol25 structures with the same formula, charge and spin, eV: 4.900
Largest force on an atom, eV/Å: 4.21
Structure (SMILES): C=C[Si](C=C)(C=C)/C=C/C
E_HOMO, eV: -8.78

# 3
The following is a DFT calculation (wB97M-V/def2-TZVPD) of 8 unconnected molecules or ions with the total composition C32H32N8O8 at a distorted geometry.

The geometry in ORCA input format:
```
! RIJCOSX wB97M-V def2-TZVPD def2/J DEFGRID3
* xyz 0 1
O -1.619 -2.182 -8.845
N -2.217 -3.104 -8.357
O -2.825 -3.943 -8.983
C -2.233 -3.242 -6.904
C -1.444 -2.405 -6.151
C -1.515 -2.474 -4.765
C -2.423 -3.340 -4.164
C -3.248 -4.139 -4.945
C -3.155 -4.097 -6.323
H -0.747 -1.707 -6.597
H -1.057 -1.702 -4.159
H -2.394 -3.393 -3.081
H -3.928 -4.853 -4.499
H -3.826 -4.688 -6.929
O -0.849 2.277 0.663
N -1.409 2.894 -0.208
O -1.057 2.922 -1.357
C -2.564 3.694 0.176
C -3.449 4.118 -0.795
C -4.574 4.854 -0.470
C -4.775 5.177 0.862
C -3.855 4.826 1.836
C -2.726 4.107 1.480
H -3.293 3.904 -1.846
H -5.197 5.161 -1.294
H -5.596 5.817 1.167
H -3.939 5.147 2.863
H -2.045 3.746 2.242
O 2.417 -2.477 6.817
N 1.469 -1.787 7.038
O 0.796 -1.838 8.041
C 1.129 -0.789 6.036
C -0.115 -0.198 6.050
C -0.452 0.726 5.079
C 0.487 1.102 4.129
C 1.704 0.439 4.086
C 2.053 -0.476 5.055
H -0.842 -0.506 6.792
H -1.431 1.190 5.088
H 0.287 1.893 3.428
H 2.404 0.753 3.320
H 3.051 -0.890 5.108
O 4.015 -2.456 3.158
N 3.837 -1.692 2.261
O 3.104 -1.909 1.315
C 4.617 -0.457 2.247
C 5.630 -0.308 3.171
C 6.489 0.768 3.038
C 6.350 1.696 2.026
C 5.327 1.530 1.101
C 4.505 0.428 1.198
H 5.818 -0.944 4.024
H 7.287 0.940 3.751
H 6.994 2.553 1.885
H 5.186 2.254 0.313
H 3.732 0.316 0.448
C -2.829 -0.267 2.596
C -4.153 0.269 2.895
N -5.198 0.664 3.129
H -2.992 -1.281 2.227
H -2.146 -0.333 3.435
H -2.395 0.363 1.821
C -0.177 1.262 -3.723
C -0.122 1.212 -5.187
N -0.091 1.182 -6.338
H -1.208 1.488 -3.454
H 0.382 2.113 -3.342
H 0.191 0.312 -3.356
C 1.928 -2.894 -3.163
C 2.374 -1.627 -2.613
N 2.677 -0.629 -2.144
H 1.064 -3.270 -2.621
H 2.706 -3.640 -3.302
H 1.588 -2.682 -4.185
C 0.430 -0.913 0.483
C -0.547 -0.942 -0.609
N -1.310 -0.986 -1.473
H 1.285 -0.345 0.130
H 0.669 -1.907 0.845
H -0.015 -0.388 1.331
*
```

Output
Orbital gap, eV: 8.98
Energy above the lowest of the compared OMol25 structures with the same formula, charge and spin, eV: 0.000
Largest force on an atom, eV/Å: 1.71
Structure (SMILES): O=[N+]([O-])c1ccccc1.O=[N+]([O-])c1ccccc1.O=[N+]([O-])c1ccccc1.O=[N+]([O-])c1ccccc1.CC#N.CC#N.CC#N.CC#N
E_HOMO, eV: -9.94

# 4
The following is a DFT calculation (wB97M-V/def2-TZVPD) of a molecular structure, C3H5FN2O2 at a distorted geometry.

The geometry in ORCA input format:
```
! RIJCOSX wB97M-V def2-TZVPD def2/J DEFGRID3
* xyz 0 1
C 1.677 -0.792 0.342
C -1.273 0.619 0.081
C -2.663 0.281 -0.083
H 4.654 0.120 -0.997
H 0.979 -1.700 0.639
H -0.941 1.727 0.900
H -3.315 1.065 -0.687
H -3.085 0.430 0.954
N 2.978 -0.915 0.079
N -0.405 -0.431 -0.402
O 3.610 0.402 -0.425
O 0.819 0.207 -0.035
F -3.036 -1.013 -0.365
*
```

Output
Orbital gap, eV: 9.05
Energy above the lowest of the compared OMol25 structures with the same formula, charge and spin, eV: 8.686
Largest force on an atom, eV/Å: 9.07
E_HOMO, eV: -9.27

# 5
The following is a DFT calculation (wB97M-V/def2-TZVPD) of a gas-phase ion, C5H11N2O (charge +1) at a distorted geometry.

The geometry in ORCA input format:
```
! RIJCOSX wB97M-V def2-TZVPD def2/J DEFGRID3
* xyz 1 1
C 0.965 1.146 0.179
C 1.450 -1.125 -0.125
C -1.315 0.170 0.371
C 2.993 0.365 -1.066
C -3.533 -0.502 0.639
N 1.727 0.103 -0.253
N -0.323 1.048 0.540
O -2.614 0.539 0.413
H 1.653 1.999 0.368
H 0.770 -1.350 0.670
H 1.766 -2.061 -0.615
H -1.142 -0.912 0.098
H 3.683 -0.439 -0.961
H 2.730 0.327 -2.137
H 3.288 1.327 -0.805
H -3.542 -1.219 -0.194
H -4.522 -0.079 0.648
H -3.298 -1.270 1.402
H -0.737 1.933 0.828
*
```

Output
Orbital gap (alpha / beta), eV: 7.44 / 7.44
Energy above the lowest of the compared OMol25 structures with the same formula, charge and spin, eV: 4.928
Largest force on an atom, eV/Å: 4.30
E_HOMO (alpha / beta), eV: -11.55 / -11.55

# 6
The following is a DFT calculation (wB97M-V/def2-TZVPD) of a single C14H11Br3O2 molecule at a distorted geometry.

The geometry in ORCA input format:
```
! RIJCOSX wB97M-V def2-TZVPD def2/J DEFGRID3
* xyz 0 1
C 3.841 1.346 -1.065
C 2.944 0.655 -0.130
C 1.581 0.592 -0.431
C 0.667 0.005 0.447
C -0.770 0.018 0.155
C -1.373 -0.982 -0.654
Br -0.321 -2.431 -1.245
C -2.752 -0.967 -0.889
C -3.402 -2.164 -1.575
C -3.534 0.125 -0.441
O -4.874 0.236 -0.686
C -2.910 1.133 0.288
Br -3.979 2.631 0.778
C -1.534 1.092 0.612
Br -0.757 2.526 1.599
C 1.112 -0.570 1.665
C 2.446 -0.543 1.942
C 3.385 0.077 1.107
O 4.685 0.084 1.491
H 4.600 0.621 -1.432
H 3.269 1.692 -1.931
H 4.331 2.199 -0.582
H 1.240 0.980 -1.397
H -3.404 -2.984 -0.851
H -2.796 -2.450 -2.457
H -4.421 -1.917 -1.890
H -5.254 0.994 -0.167
H 0.458 -0.992 2.396
H 2.782 -0.883 2.906
H 4.741 -0.122 2.436
*
```

Output
Orbital gap, eV: 8.72
Largest force on an atom, eV/Å: 1.96
Structure (SMILES): Cc1cc(-c2c(Br)c(C)c(O)c(Br)c2Br)ccc1O
E_HOMO, eV: -8.34